(1)
Here is a molecular structure, C31H25Cl5N2O4PRuS from the OMol25 dataset. Energies are from ωB97M-V/def2-TZVPD.

CARTESIAN COORDINATES (ANGSTROEM)
Ru -0.17 0.23 0.08
C 0.27 2.63 -0.32
C -1.12 2.46 -0.54
C -1.73 2.24 0.72
C -0.73 2.24 1.70
C 0.51 2.48 1.06
H 1.01 2.78 -1.08
H -1.61 2.47 -1.50
H -2.78 2.03 0.88
H -0.86 2.03 2.75
H 1.47 2.52 1.54
O 1.04 -0.32 2.13
S 2.43 -0.30 1.62
O 3.38 0.39 2.44
O 2.36 0.17 0.22
C 2.96 -2.00 1.53
C 4.12 -2.34 2.21
C 4.57 -3.66 2.20
C 3.84 -4.63 1.53
C 2.68 -4.28 0.85
C 2.23 -2.96 0.83
P 0.64 -2.59 -0.01
C -0.42 -3.73 0.93
C -1.18 -4.78 0.41
C -1.97 -5.55 1.24
C -2.01 -5.30 2.61
C -1.25 -4.27 3.14
C -0.46 -3.48 2.31
C 0.85 -3.35 -1.66
C 2.10 -3.63 -2.22
C 2.21 -4.08 -3.52
C 1.08 -4.26 -4.31
C -0.17 -3.99 -3.77
C -0.28 -3.53 -2.46
H 4.65 -1.57 2.75
H 5.47 -3.92 2.74
H 4.18 -5.66 1.53
H 2.11 -5.05 0.35
H -1.14 -5.01 -0.65
H -2.57 -6.35 0.82
H -2.64 -5.90 3.25
H -1.28 -4.06 4.20
H 0.11 -2.66 2.72
H 2.99 -3.49 -1.62
H 3.19 -4.30 -3.93
H 1.17 -4.62 -5.32
H -1.07 -4.13 -4.36
H -1.27 -3.31 -2.07
C -0.19 -0.45 -4.68
N 1.12 -0.63 -4.08
C 1.42 -0.23 -2.83
N 2.66 -0.53 -2.38
O 0.60 0.40 -2.13
H -0.09 -0.24 -5.74
H -0.67 0.40 -4.20
H -0.82 -1.33 -4.55
H 1.73 -1.32 -4.50
H 3.35 -0.91 -2.99
H 2.89 -0.24 -1.44
Cl -2.24 -0.80 -2.12
C -2.75 -1.36 -0.54
C -2.09 -0.83 0.55
C -2.61 -1.20 1.79
Cl -1.92 -0.52 3.23
C -3.66 -2.10 1.93
Cl -4.29 -2.50 3.48
C -4.22 -2.69 0.80
Cl -5.46 -3.87 0.94
C -3.76 -2.31 -0.46
Cl -4.44 -3.01 -1.88

Summary:
LUMO (alpha / beta)   0.3 / -0.8 eV
HOMO-LUMO gap (alpha / beta)   7.604 / 7.739 eV
DFT total energy   -4742.151754 a.u.
2S+1   6

=====

(2)
Here is a molecular structure, C16H40F2KNO12S2 in a non-equilibrium geometry from the OMol25 dataset. Energies are from ωB97M-V/def2-TZVPD.

CARTESIAN COORDINATES (ANGSTROEM)
K -0.24 12.88 15.95
N -1.86 14.91 16.45
S -3.25 15.20 16.15
O -3.49 16.28 15.24
O -4.34 15.02 17.15
F -3.46 13.99 15.08
S -1.55 16.21 17.40
O -1.97 16.10 18.79
O -1.43 17.55 16.80
F 0.01 15.83 17.67
C -3.56 16.47 11.73
O -3.06 15.81 10.64
C -2.58 16.60 9.53
C -2.18 15.58 8.42
O -1.24 14.64 8.96
C -1.10 13.43 8.25
H -2.88 17.27 12.01
H -3.55 15.72 12.52
H -4.55 16.92 11.70
H -1.62 17.02 9.84
H -3.26 17.33 9.10
H -1.71 16.07 7.56
H -3.08 15.03 8.14
H -1.99 12.82 8.42
H -0.23 12.84 8.54
H -0.97 13.66 7.19
C -9.03 11.76 16.37
O -9.37 11.03 17.57
C -9.34 11.79 18.75
C -8.02 11.94 19.44
O -7.15 12.87 18.88
C -5.77 12.83 19.28
H -9.21 11.16 15.48
H -7.99 12.07 16.34
H -9.63 12.67 16.36
H -10.09 11.24 19.32
H -9.71 12.81 18.62
H -7.47 10.99 19.46
H -8.08 12.25 20.48
H -5.18 13.53 18.68
H -5.29 11.86 19.16
H -5.68 13.18 20.31
C -3.33 22.64 17.01
O -2.61 22.99 18.11
C -3.12 22.68 19.37
C -3.33 21.24 19.87
O -2.09 20.62 20.01
C -1.69 19.72 18.98
H -4.36 23.00 17.08
H -3.27 21.57 16.80
H -3.00 23.14 16.10
H -3.94 23.37 19.58
H -2.33 23.10 19.99
H -3.90 20.60 19.20
H -3.66 21.19 20.91
H -1.38 20.29 18.11
H -2.51 19.05 18.71
H -0.88 19.12 19.38
C 0.60 11.60 13.03
O -0.70 11.98 12.49
C -0.57 13.29 11.84
C -0.59 14.59 12.78
O 0.41 14.68 13.86
C 0.61 15.98 14.23
H 0.28 10.85 13.76
H 0.97 12.43 13.62
H 1.29 11.19 12.30
H -1.41 13.29 11.15
H 0.14 13.36 11.02
H -1.51 14.47 13.35
H -0.69 15.51 12.21
H 1.39 15.99 14.99
H -0.24 16.63 14.44
H 1.02 16.63 13.45

Summary:
LUMO   -1.0 eV
HOMO-LUMO gap   7.800 eV
DFT total energy   -3187.015981 a.u.

=====

(3)
Here is 2 unconnected molecules or ions with the total composition CH4NOS in a non-equilibrium geometry from the OMol25 dataset. Energies are from ωB97M-V/def2-TZVPD.

CARTESIAN COORDINATES (ANGSTROEM)
S 0.77 2.10 1.25
H 0.04 3.19 1.23
C -0.72 -1.20 -0.53
N 0.45 -0.56 -0.45
O -0.92 -2.40 -0.62
H -1.50 -0.42 -0.43
H 1.34 -1.00 -0.60
H 0.53 0.29 0.15

Summary:
LUMO   4.2 eV
HOMO-LUMO gap   7.364 eV
Charge   -1
DFT total energy   -568.741943 a.u.

=====

(4)
Here is 2 unconnected molecules or ions with the total composition C4H10O3 in a non-equilibrium geometry from the OMol25 dataset. Energies are from ωB97M-V/def2-TZVPD.

CARTESIAN COORDINATES (ANGSTROEM)
C 0.80 -1.73 0.00
C 1.60 1.44 0.32
C 0.52 -0.43 -0.74
C -1.41 0.20 0.38
O -2.43 -0.75 0.16
O -1.55 1.48 -0.18
O 1.26 0.74 -0.77
H 1.16 -2.59 -0.64
H -0.15 -2.16 0.35
H 1.38 -1.69 0.92
H 1.73 0.78 1.24
H 0.84 2.20 0.62
H 2.64 1.91 0.09
H 0.00 -0.71 -1.78
H -1.02 0.20 1.35
H -3.13 -0.32 -0.46
H -2.24 1.44 -0.86

Summary:
LUMO   0.4 eV
HOMO-LUMO gap   7.319 eV
DFT total energy   -383.963273 a.u.

=====

(5)
Here is C20H23Cl2N3O2 in the gas phase in a non-equilibrium geometry from the OMol25 dataset. Energies are from ωB97M-V/def2-TZVPD.

CARTESIAN COORDINATES (ANGSTROEM)
C -4.76 -5.60 0.82
O -4.56 -4.25 1.29
C -3.30 -3.73 1.10
O -2.47 -4.18 0.32
C -3.10 -2.36 1.79
C -3.13 -2.56 3.32
C -2.37 -1.45 4.11
C -2.40 -0.11 3.33
C -1.56 -0.27 2.04
N -1.83 0.84 1.10
C -1.29 2.18 1.49
C 0.20 2.27 1.11
C 0.68 2.23 -0.24
C 2.04 2.33 -0.18
C 3.08 2.35 -1.19
C 2.78 2.16 -2.54
C 3.78 2.19 -3.59
C 5.14 2.49 -3.36
C 6.05 2.48 -4.42
C 5.67 2.18 -5.72
Cl 6.92 2.22 -6.96
C 4.31 1.86 -5.96
Cl 3.71 1.51 -7.56
C 3.39 1.90 -4.91
N 2.32 2.43 1.19
N 1.22 2.36 1.95
C -1.78 -1.63 1.35
H -3.86 -6.21 0.91
H -5.05 -5.57 -0.26
H -5.54 -6.08 1.40
H -3.97 -1.74 1.52
H -4.15 -2.54 3.69
H -2.71 -3.53 3.57
H -1.32 -1.76 4.29
H -2.81 -1.38 5.10
H -1.97 0.67 3.95
H -3.43 0.19 3.09
H -0.49 -0.26 2.28
H -1.52 0.66 0.16
H -1.87 2.95 0.99
H -1.49 2.34 2.58
H 0.03 2.21 -1.10
H 4.05 2.59 -0.81
H 1.76 1.97 -2.82
H 5.56 2.70 -2.37
H 7.11 2.67 -4.25
H 2.38 1.66 -5.14
H 3.24 2.46 1.58
H -1.72 -1.53 0.28
H -0.96 -2.29 1.65

Summary:
LUMO   -0.4 eV
HOMO-LUMO gap   7.778 eV
SMILES string   COC(=O)[C@H]1CCC[C@H](NCc2cc(/C=C/c3ccc(Cl)c(Cl)c3)[nH]n2)C1
DFT total energy   -2011.022722 a.u.

=====

(6)
Here is 2 unconnected molecules or ions with the total composition C4H11NO2S in a non-equilibrium geometry from the OMol25 dataset. Energies are from ωB97M-V/def2-TZVPD.

CARTESIAN COORDINATES (ANGSTROEM)
N -0.77 1.35 1.09
C -0.02 0.25 0.48
C 1.30 -0.03 1.17
O 1.69 0.55 2.14
C -0.82 -1.03 0.24
C -2.12 -0.71 -0.51
S -1.96 -0.75 -2.33
H -1.38 0.96 1.81
H -0.11 1.84 1.69
H 0.29 0.63 -0.50
H 1.91 -0.76 0.60
H -0.21 -1.60 -0.46
H -1.03 -1.57 1.16
H -2.42 0.31 -0.31
H -2.96 -1.34 -0.24
H -1.82 0.56 -2.54
O 3.16 0.70 -1.22
H 3.95 0.58 -1.76
H 3.30 0.05 -0.52

Summary:
LUMO   0.6 eV
HOMO-LUMO gap   9.846 eV
SMILES string   N[C@@H](C=O)CCS.O
DFT total energy   -762.403735 a.u.

=====

(7)
Here is a molecular structure, C26H37CoN7O2PS2 in a non-equilibrium geometry from the OMol25 dataset. Energies are from ωB97M-V/def2-TZVPD.

CARTESIAN COORDINATES (ANGSTROEM)
Co -0.06 -0.37 0.58
C 0.55 -2.24 3.11
N 0.13 -2.52 1.75
C -1.17 -3.16 1.58
C -1.68 -2.82 0.23
N -1.33 -1.73 -0.42
C -2.08 -1.71 -1.58
C -2.16 -0.79 -2.63
C -3.04 -1.06 -3.65
C -3.82 -2.23 -3.68
C -3.75 -3.15 -2.65
C -2.89 -2.87 -1.61
N -2.60 -3.54 -0.44
C 1.39 -1.00 3.11
N 1.37 -0.14 2.12
C 2.22 0.88 2.48
C 2.59 2.04 1.81
C 3.49 2.87 2.43
C 4.02 2.58 3.69
C 3.65 1.44 4.38
C 2.76 0.59 3.75
N 2.21 -0.62 4.12
H -0.35 -2.04 3.71
H 1.10 -3.08 3.58
H 0.84 -3.06 1.26
H -1.85 -2.71 2.32
H -1.15 -4.25 1.74
H -1.57 0.11 -2.63
H -3.14 -0.36 -4.47
H -4.48 -2.40 -4.51
H -4.34 -4.05 -2.65
H -3.05 -4.39 -0.13
H 2.16 2.27 0.84
H 3.81 3.78 1.94
H 4.72 3.26 4.14
H 4.04 1.21 5.36
H 2.37 -1.12 4.98
C -2.50 5.75 -0.71
C -1.45 4.66 -0.73
O -1.45 3.95 0.51
P -1.70 2.35 0.64
S -1.75 0.21 2.10
S -0.31 1.54 -0.64
O -3.01 2.10 -0.28
C -4.29 2.51 0.21
C -4.94 1.42 1.04
H -2.41 6.36 -1.61
H -2.35 6.38 0.16
H -3.51 5.34 -0.67
H -0.46 5.11 -0.82
H -1.60 3.97 -1.56
H -4.88 2.73 -0.68
H -4.17 3.43 0.80
H -5.12 0.55 0.43
H -5.88 1.79 1.44
H -4.28 1.14 1.86
C 1.52 -2.10 -1.73
C 2.71 -2.56 -2.62
N 3.79 -1.60 -2.52
C 4.28 -1.55 -1.16
C 3.11 -1.14 -0.22
N 1.90 -0.89 -0.99
C 2.19 0.16 -1.97
C 3.32 -0.29 -2.92
H 1.25 -2.87 -1.02
H 0.66 -1.85 -2.35
H 2.42 -2.65 -3.67
H 3.09 -3.53 -2.29
H 5.10 -0.83 -1.12
H 4.67 -2.54 -0.89
H 3.36 -0.22 0.32
H 2.91 -1.92 0.51
H 2.47 1.06 -1.43
H 1.28 0.38 -2.52
H 4.17 0.39 -2.89
H 2.98 -0.36 -3.96

Summary:
LUMO (alpha / beta)   -4.4 / -4.4 eV
HOMO-LUMO gap (alpha / beta)   5.960 / 5.958 eV
Charge   +1
DFT total energy   -4067.095821 a.u.
2S+1   2

=====

(8)
Here is 7 unconnected molecules or ions with the total composition H13O6S in a non-equilibrium geometry from the OMol25 dataset. Energies are from ωB97M-V/def2-TZVPD.

CARTESIAN COORDINATES (ANGSTROEM)
S -0.87 2.32 -0.11
H -1.57 2.87 0.91
H -1.55 0.41 -1.25
H -2.10 -0.75 -0.61
O -1.64 -0.54 -1.44
H 2.41 -1.04 0.02
H 2.52 -1.27 -1.41
O 2.81 -1.69 -0.58
H -0.03 -1.66 0.69
H -1.16 -1.89 1.55
O -0.71 -2.33 0.82
H 1.43 1.35 1.32
H 1.72 1.22 -0.19
O 2.04 0.97 0.69
H 0.45 -0.30 -2.20
H 0.85 1.03 -2.86
O 1.24 0.23 -2.47
H -2.64 0.61 2.16
H -1.19 0.35 2.27
O -2.03 0.10 2.69

Summary:
LUMO   3.4 eV
HOMO-LUMO gap   7.741 eV
Charge   -1
DFT total energy   -857.499695 a.u.

=====

(9)
Here is a gas-phase ion, C6H12NO (charge -1) in a non-equilibrium geometry from the OMol25 dataset. Energies are from ωB97M-V/def2-TZVPD.

CARTESIAN COORDINATES (ANGSTROEM)
C -0.31 -2.28 -1.45
C -1.01 -1.18 -1.62
C -1.45 -0.06 -0.68
C -0.17 0.10 0.27
C -0.64 1.09 1.43
O 0.14 0.76 2.51
N 0.89 0.63 -0.65
C 2.15 0.65 0.12
H 0.22 -2.74 -2.28
H -0.09 -2.63 -0.44
H -1.05 -0.83 -2.65
H -1.71 0.87 -1.25
H -2.30 -0.24 0.00
H 0.24 -0.82 0.66
H -0.57 2.13 1.11
H -1.69 0.76 1.72
H 0.65 1.55 -0.98
H 2.82 1.45 -0.16
H 2.56 -0.33 -0.16
H 1.92 0.67 1.23

Summary:
LUMO   4.1 eV
HOMO-LUMO gap   6.081 eV
SMILES string   C=CC[C@H](C[O-])NC
Charge   -1
DFT total energy   -365.716052 a.u.

=====

(10)
Here is 2 unconnected molecules or ions with the total composition C3H2BrCl3 in a non-equilibrium geometry from the OMol25 dataset. Energies are from ωB97M-V/def2-TZVPD.

CARTESIAN COORDINATES (ANGSTROEM)
C 1.35 -0.66 -0.95
C 0.53 -0.71 0.03
C -1.06 1.00 0.65
Cl -0.59 1.94 2.02
Cl -2.35 -0.11 0.95
Cl -1.27 1.94 -0.78
Br -0.04 -2.01 1.19
H 2.05 -1.48 -1.35
H 1.37 0.09 -1.77

Summary:
LUMO   -0.8 eV
HOMO-LUMO gap   8.056 eV
DFT total energy   -4069.945444 a.u.

=====

(11)
Here is C7H11N3 in the gas phase in a non-equilibrium geometry from the OMol25 dataset. Energies are from ωB97M-V/def2-TZVPD.

CARTESIAN COORDINATES (ANGSTROEM)
H 0.12 -3.09 2.43
N 0.09 -2.44 1.66
C 0.21 -1.24 2.06
C 0.19 -0.14 1.16
C 0.57 1.13 1.41
C 0.24 2.25 0.50
C 0.38 1.73 -0.91
C -0.04 0.49 -1.20
C 0.02 -0.06 -2.57
N -0.50 -0.39 -0.19
N -0.99 -1.68 -0.56
H 0.48 -1.08 3.23
H 1.04 1.29 2.49
H -0.77 2.65 0.64
H 0.91 3.04 0.71
H 0.68 2.30 -1.85
H -1.06 -0.31 -2.95
H 0.52 -1.15 -2.44
H 0.52 0.64 -3.10
H -1.99 -1.67 -0.69
H -0.61 -2.26 0.19

Summary:
LUMO   0.4 eV
HOMO-LUMO gap   7.657 eV
SMILES string   [H]/N=C/C1=CCC=C(C)N1N
DFT total energy   -437.463639 a.u.

=====

(12)
Here is a molecular structure, C9H11AuN4O5 in a non-equilibrium geometry from the OMol25 dataset. Energies are from ωB97M-V/def2-TZVPD.

CARTESIAN COORDINATES (ANGSTROEM)
Au 0.82 0.73 0.04
N -2.14 1.39 -0.55
C -2.01 2.83 -0.39
C -0.65 3.53 -0.16
O -0.74 4.77 -0.04
N 0.45 2.81 -0.21
C 1.70 3.52 -0.10
C 2.67 2.97 0.99
O 3.56 3.75 1.38
O 2.53 1.78 1.36
H -1.54 1.09 -1.32
H -1.76 0.92 0.27
H -2.67 3.14 0.43
H -2.41 3.29 -1.30
H 1.53 4.58 0.10
H 2.24 3.42 -1.06
C -1.70 -3.93 1.04
N -0.53 -3.35 0.43
C 0.33 -4.09 -0.32
C 1.32 -3.51 -1.02
C 1.46 -2.05 -1.02
O 2.26 -1.48 -1.74
N 0.61 -1.37 -0.19
C -0.36 -1.93 0.52
O -1.15 -1.32 1.23
H -1.51 -4.98 1.29
H -2.55 -3.88 0.35
H -1.94 -3.36 1.93
H 0.16 -5.16 -0.31
H 2.01 -4.08 -1.62

Summary:
LUMO   4.7 eV
HOMO-LUMO gap   5.424 eV
Charge   -2
DFT total energy   -1080.575871 a.u.

=====

> Number 11 is which compound?

C7H11N3